The following is a DFT calculation (ωB97M-V/def2-TZVPD) of 4 unconnected molecules or ions with the total composition C13H29Br8FN2O3S in a non-equilibrium geometry.

Summary:
M   951.7 g/mol
Calculated total energy   -596959.8873 eV
Orbital gap   7.23 eV

Last column: Mulliken charge in e.
Cartesian coordinates (Å):
N 1.0292 -1.0959 -0.6484  -0.3960
C 0.3422 -0.7802 -1.9648  -0.6864
C -1.2600 -1.1086 -1.8523  0.0719
N -1.9460 0.2220 -1.7976  0.0252
C -3.3822 0.1659 -2.2170  -0.7772
C -4.3875 -0.5312 -1.1740  -0.2497
C -4.4084 -2.1472 -1.2281  -0.1665
O -3.6633 -2.7706 -0.1353  -0.5485
S -1.7032 1.0492 -0.3046  0.9670
O -0.3790 1.8020 -0.2158  -0.4072
O -2.8287 2.0560 -0.1005  -0.5985
F -1.7831 -0.0982 0.9409  -0.2761
H 2.0595 -1.0321 -0.7663  0.0396
H 0.8484 -2.1120 -0.5132  0.2549
H 0.8579 -1.3949 -2.7934  0.4102
H 0.4438 0.3213 -2.2566  0.2966
H -1.4070 -1.7550 -0.9143  0.1673
H -1.5244 -1.6971 -2.8238  0.0652
H -3.4897 -0.3746 -3.2389  0.2570
H -3.7614 1.2421 -2.4086  0.3393
H -4.2612 -0.2095 -0.0837  0.2190
H -5.4572 -0.1936 -1.4810  0.3527
H -4.0578 -2.5024 -2.2732  0.0257
H -5.5150 -2.4597 -1.0612  0.3146
H -2.9164 -3.2725 -0.5575  0.3241
Br -1.0316 1.5368 5.3678  -0.1928
C 0.5530 2.1903 4.4371  -0.2885
C 0.1773 3.0018 3.2190  -0.6752
Br -0.3828 1.8509 1.7325  -0.0445
H 1.1661 1.3191 4.2024  0.3922
H 1.0759 2.8092 5.1694  0.0178
H 1.0426 3.5495 2.8408  0.2770
H -0.6389 3.7019 3.4024  0.4264
Br 5.0991 0.9158 -0.1802  -0.1265
C 6.0004 -0.7593 0.2466  -0.6157
C 5.9929 -1.7005 -0.9324  -0.5316
Br 4.2470 -2.5393 -1.1554  -0.1341
H 5.5083 -1.1692 1.1293  0.3654
H 7.0219 -0.4746 0.5050  0.3619
H 6.6865 -2.5275 -0.7693  0.3185
H 6.2334 -1.2115 -1.8768  0.3678
Br -0.9920 -4.4763 -3.2919  -0.1110
C -2.1545 -5.2595 -4.6468  -0.5694
C -2.1931 -4.4080 -5.8912  -0.5890
Br -3.3197 -2.8365 -5.6375  -0.1383
H -3.1333 -5.3959 -4.1858  0.3639
H -1.7207 -6.2375 -4.8625  0.3441
H -2.6505 -4.9550 -6.7176  0.3620
H -1.2107 -4.0484 -6.1987  0.3673
Br 0.4775 5.6217 5.2035  -0.1023
C 2.0949 5.7698 6.2820  -0.6151
C 3.3231 5.8893 5.4138  -0.5472
Br 3.8258 4.1645 4.6559  -0.1409
H 2.1161 4.9032 6.9438  0.3781
H 1.9565 6.6733 6.8788  0.3443
H 4.1849 6.2002 6.0072  0.3471
H 3.1951 6.5781 4.5782  0.3644

The following is a DFT calculation (ωB97M-V/def2-TZVPD) of a molecular structure, C25H23F5N12O5TbTe in a non-equilibrium geometry.

Summary:
M   953.1 g/mol
Calculated total energy   -97728.2778 eV
Net charge   -1
ΔE to the lowest compared entry with this formula, charge and spin   0.994 eV
Spin multiplicity   7
Orbital gap (spin up / spin down)   3.43 / 3.44 eV

Last column: Mulliken charge in e.
Cartesian coordinates (Å):
Tb 0.1241 -0.7230 1.1608  1.1596
O 3.4795 0.2542 -4.3222  -0.6391
C 2.9111 -0.8412 -4.0998  0.5964
C 2.4852 -1.8265 -5.1283  -0.6884
C 1.7561 -2.9779 -4.9581  0.0531
C 1.1306 -3.5283 -3.8161  -0.7304
C 1.4939 -3.2691 -2.5172  -0.2963
C 2.2250 -2.1510 -2.0584  0.2857
C 2.4147 -2.0570 -0.6458  -0.2075
N 2.6258 -0.9696 0.0048  -0.3790
C 3.2577 -1.0673 1.3721  -0.7245
C 3.1442 0.2838 2.0826  -0.6581
N 1.7395 0.6958 2.3529  0.1181
C 1.6306 1.7823 3.0282  -0.5599
C 0.4036 2.5345 3.1637  0.4709
C 0.1595 3.4525 4.2021  -0.5587
C -1.0629 4.1420 4.3442  -0.7212
C -2.0589 4.0006 3.3518  -0.3513
C -1.8405 3.1720 2.3354  -0.5606
C -0.7367 2.2663 2.3404  0.7392
O -0.9051 1.2289 1.6628  -0.3998
H 2.9670 -1.6792 -6.1090  0.2676
H 1.5518 -3.5130 -5.8994  0.2502
H 0.2677 -4.1513 -3.9924  0.3025
H 0.9196 -3.7653 -1.6989  0.2099
H 2.3212 -3.0061 -0.0316  0.3048
H 4.3691 -1.0908 1.1707  0.4067
H 2.8353 -1.8779 2.0388  0.3318
H 3.7099 1.0894 1.5225  0.3507
H 3.6510 0.1284 3.0550  0.4438
H 2.4291 2.0287 3.8244  0.1342
H 0.9493 3.6495 4.9215  0.3353
H -1.2482 4.7050 5.2031  0.4619
H -3.0381 4.4856 3.5226  0.3122
H -2.5451 2.9691 1.4794  0.2987
N -4.1508 -0.1282 2.4675  -0.5316
N -4.6713 -1.2816 1.7242  -0.0912
C -3.9415 -1.7691 0.7238  0.5230
N -4.3718 -2.9688 0.2832  -0.3344
N -2.7866 -1.1948 0.4358  -0.3516
N -2.3026 -1.1807 -0.8097  1.0375
O -3.0076 -1.5085 -1.7761  -0.6306
O -1.1331 -0.7119 -0.9320  -0.6343
H -4.9037 0.6123 2.4044  0.3059
H -3.4473 0.3026 1.8462  0.1745
H -5.1358 -1.9795 2.3346  0.3752
H -4.8728 -3.5025 1.0079  0.2598
H -3.9173 -3.4557 -0.4454  0.1633
N 0.3005 7.1008 -3.7257  -0.4407
C 1.1592 6.5270 -3.1765  -0.0206
C 2.2195 5.6844 -2.7417  0.6324
C 3.4555 6.2543 -2.4707  -0.2379
C 4.5690 5.3947 -2.3065  -0.4018
N 4.4320 4.0630 -2.3600  -0.5159
C 3.3058 3.5319 -2.7348  -0.4760
C 2.1474 4.2612 -2.8925  -0.4654
H 3.6080 7.3511 -2.3753  0.3415
H 5.5610 5.7740 -2.1326  0.3940
H 3.4370 2.4841 -2.9079  0.7829
H 1.2167 3.7162 -3.1140  0.4067
F -3.4555 -4.9003 -2.0607  -0.5136
Te -3.6462 -6.8726 -1.6917  1.7684
F 0.6520 -2.7573 1.3569  -0.7131
F -4.9192 -6.6741 -3.0845  -0.4072
F -4.0993 -6.0937 0.0128  -0.4187
F -4.8315 -8.4240 -1.2038  -0.4791
O 2.8928 -1.2015 -2.7516  -0.2490
N -4.6138 -3.1073 4.0133  -0.7554
C -3.5553 -2.7289 4.3740  0.6674
N -2.3922 -2.2175 4.7194  -0.7671
C -1.5847 -1.6708 3.8628  0.6509
N -0.7328 -1.1019 3.2639  -0.4064

The following is a DFT calculation (ωB97M-V/def2-TZVPD) of C29H31N3O7 in the gas phase.

Summary:
M   533.6 g/mol
Calculated total energy   -49377.3133 eV
SMILES   COc1ccc(-c2nc3ccc(C(=O)NCC(OC)OC)cc3nc2-c2ccc(OC)c(OC)c2)cc1OC
ΔE to the lowest compared entry with this formula, charge and spin   0.798 eV
Orbital gap   7.35 eV

Last column: Mulliken charge in e.
Cartesian coordinates (Å):
C -7.8566 -2.7030 0.8344  -0.7402
O -6.9784 -1.6627 1.2019  -0.4724
C -5.6606 -1.6860 0.8666  0.5201
C -4.9218 -0.6357 1.4110  -1.0131
C -3.5769 -0.4754 1.1615  -0.3859
C -2.9212 -1.3888 0.3428  -0.6688
C -1.4892 -1.2987 0.0579  0.2803
N -0.8364 -2.4334 -0.0425  -0.5095
C 0.5043 -2.4071 -0.1536  0.1352
C 1.2362 -3.6021 -0.2964  -0.6337
C 2.6010 -3.5605 -0.3008  -1.0112
C 3.2981 -2.3415 -0.1520  0.9810
C 4.7900 -2.4058 -0.1711  0.5020
O 5.3984 -3.2622 -0.7822  -0.6708
N 5.4070 -1.4713 0.5954  -0.0970
C 6.8325 -1.2766 0.5662  -1.2176
C 7.1809 0.0583 -0.1167  0.4454
O 8.5681 0.1977 -0.0844  -0.3849
C 9.0640 1.2068 -0.9414  -0.7217
O 6.5096 1.1550 0.4579  -0.4199
C 6.8589 1.4469 1.7999  -0.7326
C 2.6055 -1.1574 -0.0533  -0.7949
C 1.1996 -1.1695 -0.0730  0.1350
N 0.5148 -0.0091 -0.0796  -0.4800
C -0.7947 -0.0459 -0.0745  0.3141
C -1.4934 1.2293 -0.2551  -0.1764
C -2.6245 1.3339 -1.0560  -0.8283
C -3.2409 2.5585 -1.2188  -0.6412
C -2.7693 3.7085 -0.5937  1.5272
O -3.3870 4.9280 -0.7120  -0.4686
C -4.5522 5.0260 -1.4917  -0.9461
C -1.6057 3.6175 0.1962  0.3649
O -0.9872 4.6216 0.8779  -0.4704
C -1.3725 5.9687 0.7231  -0.7537
C -0.9906 2.3797 0.3389  -0.6462
C -3.6400 -2.4616 -0.1810  -0.2297
C -4.9952 -2.6273 0.0553  1.1667
O -5.7193 -3.6691 -0.4703  -0.4850
C -5.0404 -4.6519 -1.2127  -0.9437
H -7.5322 -3.6655 1.2348  0.2799
H -8.8156 -2.4312 1.2756  0.2924
H -7.9630 -2.7805 -0.2493  0.2533
H -5.4508 0.0566 2.0465  0.4476
H -3.0384 0.3390 1.6191  0.5224
H 0.6945 -4.5304 -0.3897  0.4847
H 3.1880 -4.4594 -0.4143  0.4421
H 4.8588 -0.7260 0.9958  0.2226
H 7.2468 -1.2845 1.5781  0.2896
H 7.2708 -2.0959 -0.0059  0.4537
H 6.8068 0.0476 -1.1546  0.3659
H 8.6241 2.1799 -0.7041  0.3030
H 8.8496 0.9635 -1.9875  0.3040
H 10.1395 1.2377 -0.7825  0.2712
H 6.5471 2.4751 1.9749  0.2625
H 7.9375 1.3581 1.9497  0.3264
H 6.3403 0.7878 2.5036  0.2762
H 3.0947 -0.1953 -0.0088  0.6315
H -3.0184 0.4689 -1.5662  0.5014
H -4.1156 2.6114 -1.8464  0.4007
H -4.3603 4.7766 -2.5403  0.3520
H -4.8587 6.0689 -1.4220  0.2597
H -5.3528 4.3877 -1.1044  0.3544
H -1.3236 6.2862 -0.3206  0.2864
H -0.6497 6.5373 1.3085  0.2905
H -2.3772 6.1518 1.1095  0.2435
H -0.1000 2.3251 0.9435  0.4946
H -3.0975 -3.1643 -0.7912  0.6113
H -4.2561 -5.1338 -0.6211  0.3645
H -4.6049 -4.2385 -2.1279  0.3357
H -5.7984 -5.3882 -1.4769  0.2477